P:
Formula: C7H13N2
Source: OMol25
Level of theory: the ωB97M-V functional and the def2-TZVPD basis

Output
HOMO level: -12.9 eV
Charge: +1
Lowest unoccupied orbital energy: -4.1 eV
Multiplicity: 1

XYZ file:
```
22
C7H13N2, DFT the ωB97M-V functional and the def2-TZVPD basis
C 1.6669 -1.3745 -0.4088
C 0.3640 -1.9483 -0.3241
C 1.8413 -0.1411 0.0166
C 2.6536 0.9838 0.3548
C -1.1652 1.6938 -0.8289
C -1.9506 -1.5781 0.2756
C -0.9611 1.1867 0.6007
N -0.1893 -0.0083 0.6615
N -0.5654 -1.1625 0.1751
H 2.4699 -1.9502 -0.8480
H 0.1381 -2.9570 -0.6182
H 2.0511 1.8333 0.6764
H 3.3565 0.7392 1.1543
H 3.2114 1.2986 -0.5312
H -0.2054 1.8187 -1.3268
H -1.6713 2.6548 -0.8019
H -1.7686 1.0081 -1.4189
H -2.5790 -0.9583 -0.3660
H -2.0556 -2.6162 -0.0296
H -2.2905 -1.4719 1.3074
H -1.9283 1.0181 1.0892
H -0.4225 1.9313 1.1909
```

---

Q:
Formula: C7H13N2
Source: OMol25
Level of theory: the ωB97M-V functional and the def2-TZVPD basis

Output
HOMO level: -14.1 eV
Charge: +1
Lowest unoccupied orbital energy: -4.6 eV
Multiplicity: 1

XYZ file:
```
22
C7H13N2, DFT the ωB97M-V functional and the def2-TZVPD basis
C -0.2478 2.6543 0.1998
C 1.0488 0.8134 1.1072
C 0.1760 -0.7703 -0.9301
C -0.4951 -1.3795 0.2533
C 0.0855 -0.0373 0.2998
C -0.5577 -0.5233 -2.1901
C 0.0118 -2.4457 1.1966
N 0.9126 2.2103 0.7115
N -1.1799 1.7916 0.0862
H -0.2512 3.6888 -0.1337
H 0.9276 0.6159 2.1062
H 2.1405 0.6272 0.7901
H 1.1226 -1.0923 -1.1585
H -1.5055 -1.2445 0.1188
H -0.4972 -1.3892 -2.7368
H -0.0423 0.1731 -2.7394
H -1.6749 -0.2632 -2.1075
H -0.6734 -2.6959 1.9707
H 0.8987 -2.1102 1.6982
H 0.2914 -3.4030 0.9298
H 1.6959 2.8480 0.4997
H -2.1864 1.9318 0.0283
```

---

Most stable pick: P. Distance to second place: 20.1 kJ/mol.

---

P:
Formula: C7H13N2
Source: OMol25
Level of theory: the ωB97M-V functional and the def2-TZVPD basis

Output
HOMO level: -14.0 eV
Charge: +1
Lowest unoccupied orbital energy: -4.5 eV
Multiplicity: 1

XYZ file:
```
22
C7H13N2, DFT the ωB97M-V functional and the def2-TZVPD basis
C -1.6660 -0.6441 0.5540
C -1.4786 -0.9634 -0.7291
C -1.2148 1.3320 -0.6700
C 0.3052 0.3853 1.1530
C -1.1586 0.7630 0.8036
C -0.7153 0.1189 -1.3496
C 1.4736 -1.3958 0.1415
N 1.8605 1.0418 -0.3788
N 0.9381 -0.0215 -0.0392
H -2.0896 -1.3786 1.2344
H -1.7140 -1.9351 -1.1572
H -2.3914 1.4482 -0.9651
H -0.6570 2.2357 -0.7346
H 0.6552 1.2898 1.7124
H 0.3620 -0.5099 1.9593
H -1.7430 1.1596 1.6524
H -0.2427 0.2583 -2.2662
H 0.6441 -2.0127 0.1845
H 2.2849 -1.5748 -0.6253
H 2.0089 -1.6277 1.0724
H 1.7404 1.3314 -1.3563
H 2.7978 0.6997 -0.1961
```

---

Q:
Formula: C7H13N2
Source: OMol25
Level of theory: the ωB97M-V functional and the def2-TZVPD basis

Output
HOMO level (alpha / beta): -10.9 / -11.0 eV
Charge: +1
Lowest unoccupied orbital energy (alpha / beta): -3.8 / -3.3 eV
Multiplicity: 1

XYZ file:
```
22
C7H13N2, DFT the ωB97M-V functional and the def2-TZVPD basis
C -1.1861 0.5362 -0.0565
C -2.3108 -0.2065 -0.0457
C 2.4481 -0.1833 -0.1112
C 1.9393 2.1360 0.0511
C 1.8043 -1.4854 0.3448
C 0.1242 0.0393 -0.1642
C -3.6742 0.3610 0.0808
N 1.3788 0.8341 -0.0526
N 0.4626 -1.3724 -0.2590
H -1.2647 1.6107 0.0195
H -2.2678 -1.2879 -0.1173
H 3.2819 0.0884 0.5365
H 2.8258 -0.2679 -1.1378
H 1.2844 2.9802 0.0576
H 3.0005 2.2031 0.0779
H 2.3350 -2.3771 0.0138
H 1.7040 -1.5007 1.4327
H -4.0829 0.1500 1.0718
H -3.6702 1.4387 -0.0665
H -4.3452 -0.1001 -0.6436
H 0.4828 -1.6761 -1.2455
H -0.2696 -1.9203 0.2135
```

---

Most stable pick: Q. Distance to second place: 50.9 kJ/mol.

---

P:
Formula: C3H9O2
Source: OMol25
Level of theory: the ωB97M-V functional and the def2-TZVPD basis

Output
HOMO level: -3.4 eV
Charge: -1
Lowest unoccupied orbital energy: 4.4 eV
Multiplicity: 1

XYZ file:
```
14
C3H9O2, DFT the ωB97M-V functional and the def2-TZVPD basis
C -1.8315 0.0256 1.9048
O -1.1647 0.9069 1.1130
H -1.3637 -0.9413 2.2637
H -2.8883 -0.1334 1.6881
H -1.9482 0.5836 2.9136
C 1.3322 -0.1939 -0.5759
O 0.9230 1.0371 -0.0037
C 1.0738 -0.1516 -2.1000
H 0.7701 -1.0375 -0.1709
H 2.3839 -0.3438 -0.2820
H -0.1484 0.6974 0.4216
H 0.0522 0.2214 -2.1653
H 1.0189 -1.1900 -2.4755
H 1.7906 0.5196 -2.5313
```

---

Q:
Formula: C3H9O2
Source: OMol25
Level of theory: the ωB97M-V functional and the def2-TZVPD basis

Output
HOMO level: -2.7 eV
Charge: -1
Lowest unoccupied orbital energy: 4.3 eV
Multiplicity: 1

XYZ file:
```
14
C3H9O2, DFT the ωB97M-V functional and the def2-TZVPD basis
C -0.8454 1.2560 1.5904
O -1.6335 0.8177 0.5117
H 0.1890 0.8985 1.5738
H -1.3827 0.9704 2.4986
H -0.7538 2.3397 1.5022
C 0.9729 -0.2803 -1.3256
O 0.3825 0.9422 -1.2927
C 0.3843 -1.5406 -0.4791
H 2.0333 -0.3066 -1.0092
H 0.8897 -0.5936 -2.4379
H -1.1544 0.9314 -0.3501
H -0.3825 -2.0787 -1.0740
H 0.0680 -1.1360 0.4670
H 1.2327 -2.2200 -0.1749
```

---

Most stable pick: Q. Distance to second place: 15.4 kJ/mol.

---

P:
Formula: C5H13NO4
Source: OMol25
Level of theory: the ωB97M-V functional and the def2-TZVPD basis

Output
HOMO level: -10.0 eV
SMILES string: CC(=O)N[C@@H](C)C=O.O.O
Charge: 0
Lowest unoccupied orbital energy: 0.2 eV
Multiplicity: 1

XYZ file:
```
23
C5H13NO4, DFT the ωB97M-V functional and the def2-TZVPD basis
C -1.7485 1.0249 0.1141
C -1.5933 -0.4586 -0.0448
N -0.3245 -1.0272 -0.0902
C 2.0927 -1.2607 -0.6166
C 0.9000 -0.3160 -0.4450
C 0.8315 0.6716 -1.5892
O 1.6179 1.5684 -1.6938
O -2.5267 -1.2258 -0.2066
H -2.2539 1.3539 -0.7639
H -0.8269 1.5610 0.3712
H -2.4383 1.1937 0.9436
H -0.2744 -1.9937 -0.3493
H 2.8125 -1.1614 0.1842
H 1.7249 -2.2808 -0.4864
H 2.5966 -1.2915 -1.5794
H 1.0880 0.3461 0.4059
H 0.0530 0.5956 -2.3682
H 0.9694 3.3045 -0.3310
H 1.3710 2.4884 0.8991
O 0.6505 3.0107 0.5296
H -0.9103 -1.7103 2.1344
H -2.2993 -2.2701 2.2228
O -1.5119 -2.1226 2.7594
```

---

Q:
Formula: C5H13NO4
Source: OMol25
Level of theory: the ωB97M-V functional and the def2-TZVPD basis

Output
HOMO level: -8.9 eV
Charge: 0
Lowest unoccupied orbital energy: 0.3 eV
Multiplicity: 1

XYZ file:
```
23
C5H13NO4, DFT the ωB97M-V functional and the def2-TZVPD basis
C 2.0772 -4.6244 -2.8608
C 2.7883 -3.3019 -2.6833
O 1.8860 -2.3504 -2.1636
C 2.4762 -1.1047 -1.8969
C 1.4283 -0.1457 -1.3745
H 1.6934 -4.9919 -1.8988
H 1.2361 -4.5253 -3.5608
H 2.7764 -5.3711 -3.2607
H 3.6487 -3.4190 -1.9983
H 3.1870 -2.9370 -3.6482
H 3.2822 -1.1976 -1.1469
H 2.9108 -0.6865 -2.8241
H 1.9007 0.8370 -1.5402
H 0.7280 -0.7985 -0.8205
O 0.5819 2.7262 1.2039
C 0.3123 1.5779 0.8908
N -0.9644 1.4210 0.1132
O 1.1520 0.6483 0.7056
H -0.7888 1.0364 -1.1728
H -1.4789 0.5917 0.4025
H -1.5368 2.2611 0.0773
O 0.0027 0.3292 -2.4112
H -0.2922 -0.5354 -2.7134
```

---

Most stable pick: P. Distance to second place: 379.1 kJ/mol.

---

P:
Formula: C6H14O
Source: OMol25
Level of theory: the ωB97M-V functional and the def2-TZVPD basis

Output
HOMO level: -10.3 eV
SMILES string: CCCCCCO
Charge: 0
Lowest unoccupied orbital energy: 1.0 eV
Multiplicity: 1

XYZ file:
```
21
C6H14O, DFT the ωB97M-V functional and the def2-TZVPD basis
C 0.9400 -2.8403 -1.1761
C 0.9358 -1.3738 -1.6132
C -0.1967 -0.5743 -0.9331
C 0.2624 0.5753 -0.0333
C -0.8721 1.1205 0.8342
C -0.3900 2.1531 1.8367
O -1.4775 2.5132 2.6672
H 1.7366 -3.4162 -1.6596
H -0.0153 -3.3187 -1.4233
H 1.0759 -2.9218 -0.0904
H 1.9097 -0.9218 -1.3819
H 0.8377 -1.3267 -2.7045
H -0.8972 -0.1836 -1.6840
H -0.7858 -1.2653 -0.3118
H 0.6897 1.3873 -0.6389
H 1.0733 0.2211 0.6199
H -1.6592 1.5634 0.2100
H -1.3411 0.2992 1.3919
H 0.4347 1.7226 2.4288
H 0.0130 3.0309 1.3048
H -1.1537 3.1379 3.3270
```

---

Q:
Formula: C6H14O
Source: OMol25
Level of theory: the ωB97M-V functional and the def2-TZVPD basis

Output
HOMO level: -8.2 eV
SMILES string: C/C=C(\C)CC.O
Charge: 0
Lowest unoccupied orbital energy: 0.8 eV
Multiplicity: 1

XYZ file:
```
21
C6H14O, DFT the ωB97M-V functional and the def2-TZVPD basis
C 1.4579 1.2144 0.4411
C 1.0113 -0.2307 0.9681
C -0.4940 -0.3650 1.1726
C -1.1968 -0.6613 0.0672
C -2.5933 -0.0074 -0.1949
C -1.0749 -0.1928 2.5584
H 2.5441 1.1573 0.3769
H 0.7741 1.5024 -0.3458
H 1.2083 1.9458 1.2375
H 1.6447 -0.4342 1.8223
H 1.1538 -0.9181 0.1167
H -0.7793 -1.1671 -0.8176
H -3.0785 -0.7672 -0.8003
H -2.5626 0.9138 -0.7755
H -3.0503 0.1525 0.7624
H -1.2968 -1.0786 3.1313
H -0.4988 0.5378 3.1184
H -2.0166 0.3151 2.3553
H 2.5481 -0.1275 -4.6228
H 3.3742 -0.8163 -5.7044
O 2.9255 -0.9728 -4.8670
```

---

Most stable pick: P. Distance to second place: 161.4 kJ/mol.

---

P:
Formula: C6H14O
Source: OMol25
Level of theory: the ωB97M-V functional and the def2-TZVPD basis

Output
HOMO level (alpha / beta): -7.4 / -7.3 eV
Charge: 0
Lowest unoccupied orbital energy (alpha / beta): -0.3 / -0.3 eV
Multiplicity: 1

XYZ file:
```
21
C6H14O, DFT the ωB97M-V functional and the def2-TZVPD basis
C 1.8618 -0.8239 -1.7675
C 1.1681 -0.3838 -0.4789
C 0.3125 -1.4278 0.2198
C 0.1578 0.7364 -0.6552
C -0.4765 0.9520 0.6875
C -1.8350 1.5663 0.7290
O -0.9869 -0.4608 2.2884
H 2.5095 -1.6853 -1.5697
H 2.4835 -0.0289 -2.1997
H 1.1255 -1.1298 -2.5215
H 1.9392 -0.0275 0.2218
H 0.8798 -2.2998 0.5730
H -0.4793 -1.7825 -0.4592
H -0.4143 -0.9678 1.4816
H -0.5994 0.4479 -1.3974
H 0.5756 1.7072 -0.9809
H 0.2171 1.2221 1.4769
H -2.5764 0.8861 0.2962
H -1.8273 2.4617 0.0886
H -2.1393 1.8334 1.7412
H -1.8959 -0.7955 2.2259
```

---

Q:
Formula: C6H14O
Source: OMol25
Level of theory: the ωB97M-V functional and the def2-TZVPD basis

Output
HOMO level: -10.2 eV
SMILES string: CC(C)CCCO
Charge: 0
Lowest unoccupied orbital energy: 1.0 eV
Multiplicity: 1

XYZ file:
```
21
C6H14O, DFT the ωB97M-V functional and the def2-TZVPD basis
C -1.2126 -1.7406 -0.4348
O -0.4425 -2.7579 -1.0857
C -0.5507 -1.2173 0.7999
C 0.6894 -0.3691 0.5564
C 0.4442 0.8883 -0.3544
C 1.6817 1.7697 -0.3491
C -0.8020 1.6273 0.0896
H -1.3967 -0.9584 -1.1843
H -2.2152 -2.1466 -0.2577
H 0.0727 -3.1922 -0.3941
H -1.2627 -0.7982 1.5113
H -0.2573 -2.1505 1.3233
H 1.4568 -0.9985 0.1047
H 0.9809 0.0770 1.5057
H 0.2928 0.4382 -1.3389
H 1.3760 2.7696 -0.6732
H 2.0987 1.9268 0.6448
H 2.4535 1.3743 -1.0090
H -1.6851 0.9968 0.0061
H -0.7125 1.9904 1.1172
H -1.0093 2.4710 -0.5778
```

---

Most stable pick: Q. Distance to second place: 388.7 kJ/mol.